1.
{
  "formula": "C6H10O",
  "method": "wB97M-V/def2-TZVPD",
  "symbols": ["C", "C", "O", "C", "C", "C", "C", "H", "H", "H", "H", "H", "H", "H", "H", "H", "H"],
  "coordinates": [[1.84, 0.90, -0.04], [1.19, -0.46, 0.08], [0.40, -0.58, 1.28], [-0.79, -0.86, 0.54], [-1.88, 0.20, 0.72], [-0.77, 0.16, -1.65], [-0.02, -0.79, -0.83], [1.10, 1.70, 0.05], [2.58, 1.03, 0.76], [2.35, 1.00, -1.01], [1.95, -1.25, 0.04], [-1.16, -1.87, 0.77], [-1.45, 1.07, 1.22], [-2.74, -0.15, 1.29], [-2.27, 0.51, -0.26], [-0.42, 1.19, -1.42], [0.05, -1.77, -1.31]],
  "nbo_charge": [-0.638, 0.106, -0.531, 0.172, -0.654, -0.013, -0.467, 0.210, 0.226, 0.215, 0.176, 0.189, 0.229, 0.224, 0.233, 0.095, 0.228],
  "e_above_lowest_ev": 4.634,
  "homo_ev": -8.71,
  "lumo_ev": -0.37,
  "orbital_gap_ev": 8.3,
  "e_tot_ev": -8426.607
}



2.
{
  "formula": "C4H7N3O",
  "method": "wB97M-V/def2-TZVPD",
  "symbols": ["C", "C", "C", "C", "H", "H", "H", "H", "H", "H", "H", "N", "N", "N", "O"],
  "coordinates": [[-0.41, 0.29, -0.14], [2.90, -0.98, 0.14], [-1.36, -0.77, -0.04], [-2.74, -0.41, -0.12], [-1.78, 1.82, 0.37], [0.31, 2.28, 0.34], [1.78, 1.26, -0.14], [3.64, -1.89, 0.22], [3.69, -0.01, 0.28], [-1.12, -1.98, 0.54], [-2.88, 0.86, -0.59], [-0.84, 1.57, 0.03], [0.91, 0.25, -0.48], [1.49, -1.04, -0.35], [-3.60, -1.25, -0.07]],
  "nbo_charge": [0.396, -0.207, -0.495, 0.396, 0.434, 0.367, 0.336, 0.222, 0.183, 0.257, 0.024, -0.780, -0.405, -0.164, -0.565],
  "e_above_lowest_ev": 9.976,
  "homo_ev": -8.04,
  "lumo_ev": -0.90,
  "orbital_gap_ev": 7.1,
  "e_tot_ev": -10769.772
}



3.
{
  "formula": "CF4MgNO2S2",
  "method": "wB97M-V/def2-TZVPD",
  "symbols": ["Mg", "F", "N", "S", "O", "S", "O", "C", "F", "F", "F"],
  "coordinates": [[-0.37, -3.08, 0.84], [2.40, -1.13, 1.38], [0.77, 0.74, 0.42], [1.79, 0.52, 1.68], [2.87, 1.50, 1.52], [-0.70, 0.08, 0.40], [-0.58, -1.42, -0.02], [-1.41, 0.61, -1.28], [-2.71, 0.35, -1.23], [-1.20, 1.90, -1.44], [-0.88, -0.07, -2.28]],
  "nbo_charge": [1.875, -0.608, -1.102, 1.638, -0.812, 1.290, -1.258, 0.834, -0.297, -0.277, -0.284],
  "e_above_lowest_ev": 0.000,
  "charge": 1,
  "homo_ev": [-12.78, -12.78],
  "lumo_ev": [-8.79, -8.79],
  "orbital_gap_ev": [4.0, 4.0],
  "e_tot_ev": -44596.927
}